C5H9NO2 as an isolated structure in a non-equilibrium geometry. Source: OMol25; level of theory: ωB97M-V/def2-TZVPD.

Each line ends with the natural charge from an NBO analysis.
CARTESIAN COORDINATES (ANGSTROEM)
C (-1.5382, 1.7194, -1.2005)  -0.687
C (-1.3734, 0.6760, -0.1563)  0.258
C (-0.1171, -1.2151, -0.1474)  0.158
N (-2.0833, 0.4942, 0.8404)  -0.572
O (-0.5456, -1.7054, 0.8970)  -0.645
H (-1.8567, -0.3822, 1.3407)  0.395
H (-0.3221, -1.5628, -1.1690)  0.168
H (-1.7481, 1.2522, -2.1634)  0.242
H (-2.3517, 2.3924, -0.9339)  0.243
H (-0.6178, 2.2953, -1.3072)  0.233
C (2.1410, -0.7014, 1.1695)  -0.742
C (1.5569, -0.7462, -0.2055)  0.543
O (2.1130, -0.5757, -1.2493)  -0.523
H (-0.0700, 0.2030, -0.2389)  0.189
H (3.0774, -0.1470, 1.1598)  0.236
H (1.4243, -0.2682, 1.8663)  0.244
H (2.3116, -1.7283, 1.4978)  0.259

The HOMO energy comes out at -8.8 eV. The electronic energy is -401.0315 Eh. Its charge is 0. The spin multiplicity is 1. The calculation puts the LUMO energy at 0.337 eV. For the HOMO-LUMO gap, the calculation gives 9.1486 eV. The energy relative to the best compared isomer or geometry (same formula, charge and spin) is 381.4 kJ/mol. As for the molar mass: 115.132 g/mol. The value obtained for the max |F| is 3.730 eV Å⁻¹.